The following is a DFT calculation (ωB97M-V/def2-TZVPD) of a structure of composition C17H17CoINO3.

Each line ends with the natural charge from an NBO analysis.
Atoms and positions in Å:
Co  0.80  -0.07  1.30  1.003
N  1.89  2.36  4.21  -0.778
C  1.50  1.75  3.09  0.713
O  1.57  0.51  3.00  -0.624
C  0.94  2.54  1.94  -0.550
C  1.13  1.69  0.68  -0.489
H  2.23  1.82  4.98  0.413
H  1.84  3.36  4.29  0.406
H  1.39  3.53  1.90  0.216
H  -0.13  2.66  2.16  0.257
H  2.14  1.79  0.30  0.190
H  0.42  1.96  -0.10  0.206
C  2.48  -0.77  0.70  -0.624
C  2.48  -1.08  -0.76  -0.052
C  1.95  -2.27  -1.25  -0.202
C  1.90  -2.53  -2.61  -0.208
C  2.37  -1.59  -3.52  -0.238
C  2.91  -0.40  -3.05  -0.227
C  2.96  -0.15  -1.69  -0.167
H  3.31  -0.13  0.98  0.196
H  2.55  -1.69  1.30  0.195
H  1.57  -3.01  -0.55  0.202
H  1.48  -3.46  -2.96  0.207
H  2.33  -1.79  -4.58  0.208
H  3.29  0.33  -3.75  0.206
H  3.39  0.78  -1.33  0.189
I  -7.24  -0.79  -1.81  0.150
C  -5.32  -0.60  -1.02  -0.131
C  -5.15  -0.04  0.23  -0.258
C  -3.87  0.08  0.75  -0.141
C  -2.77  -0.36  0.02  -0.182
C  -2.96  -0.92  -1.24  -0.138
C  -4.23  -1.04  -1.77  -0.256
C  -1.40  -0.22  0.57  0.771
O  -1.20  0.30  1.70  -0.724
O  -0.40  -0.64  -0.09  -0.673
H  -6.00  0.30  0.80  0.227
H  -3.70  0.52  1.73  0.236
H  -2.09  -1.25  -1.80  0.244
H  -4.38  -1.48  -2.75  0.228

Calculated values
- Energy relative to the best compared isomer or geometry (same formula, charge and spin): 0.0 kJ/mol
- E: -2618.9543 hartree
- Frontier orbital gap: 8.20 eV
- Multiplicity: 1

---

The following is a DFT calculation (ωB97M-V/def2-TZVPD) of a cluster of 2 separate species, C17H17F3N2O2S in total.

Each line ends with the natural charge from an NBO analysis.
Atoms and positions in Å:
C  -2.67  -3.71  -0.23  -0.437
C  -1.56  -2.95  -0.72  0.015
C  -0.42  -1.85  -1.23  -0.471
C  -1.16  -0.93  -2.36  -0.403
C  -0.59  0.59  -2.54  -0.450
C  -0.09  1.34  -1.17  -0.018
C  1.31  2.24  -1.30  -0.249
C  1.97  3.12  -0.08  0.112
N  3.20  4.01  -0.05  -0.613
S  3.24  4.59  1.62  0.627
N  1.87  3.87  2.52  -0.608
C  1.22  3.07  1.39  0.123
C  -0.16  2.18  1.54  -0.305
C  -0.83  1.34  0.29  -0.012
C  -2.23  0.53  0.52  -0.466
C  -3.24  1.17  1.63  -0.469
C  -3.38  0.06  2.88  0.220
F  -4.71  -0.55  3.10  -0.383
C  -2.16  -0.28  3.72  0.565
F  -1.74  0.68  4.78  -0.350
F  -1.41  -1.55  3.51  -0.337
H  -3.80  -4.09  -0.13  0.261
H  -0.08  -1.29  -0.26  0.281
H  0.49  -2.49  -1.66  0.317
H  -1.02  -1.47  -3.40  0.213
H  -2.33  -0.88  -2.15  0.205
H  0.37  0.51  -3.25  0.243
H  -1.38  1.24  -3.11  0.205
H  1.85  2.28  -2.36  0.228
H  -0.72  2.16  2.59  0.229
H  -2.80  0.49  -0.52  0.215
H  -1.97  -0.61  0.77  0.268
H  -2.93  2.23  2.04  0.250
H  -4.29  1.30  1.09  0.224
O  5.62  -2.68  -0.52  -0.796
C  4.62  -2.37  -1.35  -0.021
C  3.42  -1.72  -0.52  -0.044
O  2.41  -1.42  -1.35  -0.774
H  4.17  -3.20  -1.93  0.088
H  4.84  -1.65  -2.16  0.093
H  3.87  -0.88  0.05  0.115
H  3.20  -2.43  0.30  0.106

Calculated values
- Total charge: -2
- E: -1614.8561 hartree
- Frontier orbital gap: 1.98 eV
- Multiplicity: 1

---

The following is a DFT calculation (ωB97M-V/def2-TZVPD) of a structure of composition C17H17N3O2.

Each line ends with the natural charge from an NBO analysis.
Atoms and positions in Å:
C  -2.09  -4.03  0.47  -0.387
N  -1.60  -2.68  0.63  -0.420
C  -2.16  -1.55  -0.06  0.623
C  -3.45  -1.58  -0.79  -0.390
C  -3.60  -0.39  -1.28  -0.169
C  -2.58  0.37  -0.56  0.083
C  -2.26  1.69  -0.51  -0.087
C  -1.10  2.42  -0.23  -0.393
C  -0.84  3.78  -0.45  0.274
N  -0.47  4.80  -0.57  -0.355
C  -0.16  1.90  0.80  0.694
O  -0.51  1.11  1.63  -0.603
N  1.21  1.75  0.31  -0.659
H  1.41  2.57  -0.35  0.399
C  2.28  1.23  0.93  -0.218
C  2.77  0.09  0.34  -0.023
C  2.03  -0.79  -0.55  -0.237
C  2.46  -1.72  -1.29  -0.218
C  3.95  -1.87  -1.38  -0.188
C  4.66  -1.20  -0.39  -0.251
C  4.14  -0.20  0.16  -0.165
H  4.74  0.47  1.04  0.175
H  5.74  -1.37  -0.41  0.219
H  4.17  -2.74  -1.74  0.187
H  1.83  -2.06  -2.25  0.213
H  1.03  -0.36  -0.65  0.209
H  1.90  0.65  1.99  0.241
H  3.12  2.12  1.27  0.205
H  -2.91  2.40  -1.15  0.232
O  -1.69  -0.49  0.10  -0.349
H  -4.41  0.34  -1.74  0.266
H  -4.22  -2.37  -1.12  0.247
C  -0.47  -2.41  1.35  -0.432
H  -0.49  -3.23  2.18  0.197
H  0.33  -2.74  0.69  0.195
H  -0.40  -1.21  1.69  0.272
H  -1.49  -4.48  -0.57  0.186
H  -3.18  -4.05  0.34  0.216
H  -2.04  -4.56  1.32  0.208

Calculated values
- Energy relative to the best compared isomer or geometry (same formula, charge and spin): 1198.1 kJ/mol
- E: -972.3576 hartree
- Frontier orbital gap: 7.01 eV
- Multiplicity: 1

---

The following is a DFT calculation (ωB97M-V/def2-TZVPD) of the molecule C17H17N3O5S.

Each line ends with the natural charge from an NBO analysis.
Atoms and positions in Å:
C  -2.68  -1.00  2.22  -0.648
C  -3.23  -1.32  0.86  -0.063
C  -3.87  -2.52  0.62  -0.194
C  -4.42  -2.82  -0.61  -0.226
C  -4.32  -1.91  -1.64  -0.204
C  -3.68  -0.70  -1.44  -0.257
C  -3.13  -0.40  -0.20  0.210
N  -2.44  0.81  0.03  -0.657
C  -2.47  1.94  -0.71  0.672
O  -3.12  2.11  -1.72  -0.614
C  -1.53  3.03  -0.18  -0.514
C  -0.19  2.95  -0.92  -0.222
N  0.50  1.68  -0.73  -0.857
S  1.03  1.39  0.83  2.315
O  1.45  2.63  1.41  -0.930
O  0.06  0.60  1.55  -0.976
C  2.46  0.36  0.49  -0.344
C  2.32  -1.01  0.52  -0.170
C  3.40  -1.84  0.23  -0.246
C  4.59  -1.22  -0.10  0.116
N  5.83  -1.70  -0.44  -0.604
C  6.69  -0.64  -0.67  0.868
O  7.84  -0.69  -0.98  -0.569
O  5.98  0.51  -0.47  -0.446
C  4.71  0.18  -0.13  0.307
C  3.64  1.00  0.17  -0.221
H  -3.19  -0.14  2.64  0.220
H  -1.62  -0.78  2.19  0.235
H  -2.83  -1.85  2.89  0.221
H  -3.95  -3.24  1.43  0.206
H  -4.91  -3.77  -0.77  0.211
H  -4.75  -2.12  -2.61  0.213
H  -3.61  0.02  -2.24  0.250
H  -1.84  0.79  0.85  0.437
H  -1.35  2.92  0.89  0.218
H  -1.98  4.00  -0.37  0.244
H  0.49  3.72  -0.54  0.229
H  -0.34  3.09  -1.99  0.222
H  -0.04  0.90  -1.06  0.401
H  1.36  -1.43  0.80  0.245
H  3.30  -2.91  0.26  0.231
H  6.11  -2.66  -0.51  0.435
H  3.71  2.07  0.17  0.257

Calculated values
- Energy relative to the best compared isomer or geometry (same formula, charge and spin): 0.0 kJ/mol
- E: -1596.7301 hartree
- Frontier orbital gap: 8.73 eV
- SMILES: Cc1ccccc1NC(=O)CCNS(=O)(=O)c1ccc2[nH]c(=O)oc2c1
- Multiplicity: 1

---

The following is a DFT calculation (ωB97M-V/def2-TZVPD) of the molecule C17H17N3O5S.

Each line ends with the natural charge from an NBO analysis.
Atoms and positions in Å:
C  7.94  0.74  0.39  -0.252
O  6.99  -0.30  0.32  -0.493
C  5.68  0.03  0.15  0.278
C  5.19  1.33  0.04  -0.286
C  3.84  1.54  -0.13  -0.241
C  2.95  0.47  -0.20  0.336
O  1.62  0.81  -0.36  -0.505
C  0.68  -0.24  -0.42  -0.125
C  -0.66  0.37  -0.58  0.450
N  -1.50  0.17  -1.54  -0.269
N  -2.60  0.91  -1.28  -0.378
C  -2.37  1.53  -0.15  0.302
S  -3.40  2.61  0.69  0.328
C  -4.94  2.39  -0.27  -0.601
C  -5.54  1.03  0.08  0.658
O  -6.26  0.88  1.04  -0.621
N  -5.19  0.05  -0.77  -0.615
C  -5.30  -1.35  -0.38  -0.280
C  -4.00  -1.81  0.19  0.274
C  -3.36  -1.46  1.34  -0.328
C  -2.11  -2.12  1.31  -0.314
C  -2.08  -2.81  0.14  0.079
O  -3.22  -2.63  -0.55  -0.395
O  -1.16  1.23  0.35  -0.402
C  3.43  -0.82  -0.09  -0.293
C  4.79  -1.04  0.08  -0.236
H  8.91  0.25  0.52  0.201
H  7.96  1.33  -0.53  0.175
H  7.75  1.40  1.24  0.175
H  5.85  2.18  0.09  0.222
H  3.44  2.54  -0.21  0.223
H  0.85  -0.90  -1.28  0.214
H  0.70  -0.83  0.51  0.198
H  -4.71  2.50  -1.33  0.246
H  -5.60  3.19  0.07  0.260
H  -4.45  0.25  -1.44  0.431
H  -5.56  -1.95  -1.26  0.222
H  -6.10  -1.40  0.37  0.252
H  -3.74  -0.83  2.11  0.241
H  -1.34  -2.09  2.06  0.226
H  -1.34  -3.45  -0.31  0.203
H  2.78  -1.68  -0.14  0.216
H  5.18  -2.04  0.16  0.225

Calculated values
- Energy relative to the best compared isomer or geometry (same formula, charge and spin): 289.5 kJ/mol
- E: -1596.6198 hartree
- Frontier orbital gap: 8.86 eV
- SMILES: COc1ccc(OCc2nnc(SCC(=O)NCc3ccco3)o2)cc1
- Multiplicity: 1

---

Which value of frontier orbital gap does entry 1 give? 8.20 eV

---

Look up the E of the second one. -1614.8561 hartree